This record from OMol25 describes a structure of composition ClHN4 in a non-equilibrium geometry. The level of theory is wB97M-V/def2-TZVPD.

Output
* HOMO energy (spin up / spin down): -8.696 / -8.680 eV
* orbital gap (spin up / spin down): 8.090 / 7.808 eV
* total charge: 0
* E_LUMO (spin up / spin down): -0.022 / -0.032 Eh

Structure (XYZ):
```
6
Properties=species:S:1:pos:R:3:forces:R:3
Cl 2.030765 -1.003055 -0.096997 0.02 -1.88 -0.29
H -2.077867 -0.706205 -0.576741 -2.66 -1.33 0.03
N -1.228442 -0.248300 -0.487107 3.24 1.73 0.37
N 1.615820 0.737658 0.090364 2.35 0.75 -0.40
N 0.611269 1.107786 0.466945 -3.04 1.34 0.52
N -0.951545 0.112114 0.603538 0.08 -0.61 -0.23
```
Forces are in eV/Å.

Charges in e, computed with Mulliken, in the same order as the atoms:
1 Cl -0.16
2 H 0.26
3 N -0.10
4 N 0.07
5 N -0.07
6 N 0.00

This record from OMol25 describes an isolated molecule of C3H4O2 in a non-equilibrium geometry. The level of theory is wB97M-V/def2-TZVPD.

Output
* HOMO energy: -10.116 eV
* orbital gap: 11.029 eV
* total charge: 0
* structure (SMILES): O=C1COC1
* E_LUMO: 0.034 Eh

Structure (XYZ):
```
9
Properties=species:S:1:pos:R:3:forces:R:3
C -0.123518 0.992718 0.321949 0.20 0.35 -0.03
C 0.398877 -0.785416 -0.712265 -0.51 -0.39 0.58
H 0.486176 1.429053 1.121380 -0.10 0.10 -0.12
O 0.674512 0.616852 -0.822308 -0.19 0.20 0.06
O -1.110319 -0.883663 1.501880 0.58 -0.63 -1.11
H -0.132300 -1.158929 -1.605645 0.01 0.03 0.49
H 1.300322 -1.402772 -0.538667 -0.36 0.31 0.04
C -0.473865 -0.436729 0.589572 -0.10 0.10 0.32
H -1.011872 1.619401 0.126838 0.47 -0.07 -0.24
```
Forces are in eV/Å.

These are the Mulliken partial charges, in e, on atoms 1 to 8:
1 C -0.19
2 C -0.24
3 H 0.23
4 O -0.38
5 O -0.51
6 H 0.22
7 H 0.22
8 C 0.42

This record from OMol25 describes a structure of composition C20H21N10O5SW in a non-equilibrium geometry. The level of theory is wB97M-V/def2-TZVPD.

Output
* HOMO energy: -9.582 eV
* orbital gap: 5.721 eV
* total charge: +1
* E_LUMO: -0.142 Eh

Structure (XYZ):
```
58
Properties=species:S:1:pos:R:3:forces:R:3
H 3.601000 -0.559300 -3.507200 0.03 -0.04 -0.07
C 0.998600 1.815100 1.760300 0.30 -1.15 0.03
N -1.863400 -1.607700 -0.510800 -0.48 0.29 -0.70
N 1.310700 0.430500 -1.469600 2.11 -0.99 -2.37
N 0.171600 1.529900 0.734400 -0.46 0.47 -0.12
C -1.574100 -0.541200 2.755300 0.30 0.04 -1.21
C 1.688500 -1.891100 -1.712300 -1.25 -3.14 1.57
O -0.861800 -0.650200 -2.384700 0.15 0.09 0.10
N 2.935300 -0.055100 -2.949000 -1.20 -0.29 1.05
N 0.743800 -2.018700 -0.717500 2.27 -1.32 -2.58
C 1.266300 -4.055200 -1.493100 0.22 -0.03 0.08
H -0.254100 -3.739500 0.061400 -0.05 -0.09 -0.02
O 1.110500 2.883100 2.324000 0.03 0.28 0.11
C -1.527000 2.211800 -0.824600 0.26 1.08 0.17
H -0.775300 -0.094400 3.336700 -0.07 0.05 -0.05
H -1.279800 3.020100 1.146600 0.11 0.00 -0.12
N 2.052800 -3.139200 -2.158500 -0.86 1.58 0.47
H -4.010500 2.533300 -4.231000 0.03 0.06 -0.09
H -2.216100 0.931100 -3.723900 0.01 0.10 0.00
C -5.503600 1.489500 -3.081600 0.46 -0.41 0.07
H 1.432700 -1.383500 1.960000 -0.01 0.14 -0.40
C -2.377800 -1.317900 0.706000 0.29 0.08 1.21
O -1.884500 0.964700 -0.661800 -0.41 -0.08 0.35
C -3.472000 -0.310100 -2.510200 0.53 -0.40 0.12
H -0.014300 3.534500 0.028500 -0.13 -0.13 0.04
C -4.217800 1.668100 -3.620200 -0.09 -0.19 0.05
C 1.794700 1.594000 -2.032200 -0.32 -0.28 0.43
H 2.413100 -0.766200 0.791400 -0.40 -0.11 0.18
C 1.863000 0.614300 2.192300 -0.14 0.62 -0.05
H 2.614200 -3.338500 -2.967800 0.12 -0.04 -0.03
H 2.910200 0.923600 2.113600 -0.16 -0.09 0.05
C 2.780000 1.312500 -2.920700 0.13 -0.24 -0.03
N 1.585000 -0.571800 1.358100 -0.23 0.02 -0.22
H -6.714200 0.260700 -1.802300 -0.10 -0.09 0.05
H -4.885000 -1.334500 -1.283200 -0.18 -0.11 0.13
C 0.486300 -3.370200 -0.623500 0.10 0.51 0.32
C -3.211000 0.776300 -3.336300 -0.01 0.04 -0.04
H -4.758600 -1.680500 2.825300 -0.09 0.05 0.20
H 1.387100 2.549900 -1.763200 -0.03 0.11 0.05
W -0.309300 -0.240500 -0.294300 2.83 0.84 1.91
C 2.024700 -0.588500 -2.070400 0.43 3.56 -0.41
H -7.385800 2.276400 -2.905700 0.06 0.10 -0.06
N -1.338200 -0.724600 1.428000 -2.54 -0.51 1.16
N -6.503700 2.348800 -3.381300 -0.28 0.28 -0.09
H 1.662700 0.423800 3.250500 0.03 -0.06 -0.16
H 3.379100 1.958200 -3.529400 0.09 0.11 -0.10
C -4.725800 -0.504800 -1.952500 -0.01 -0.04 -0.02
C -0.634300 2.680600 0.323800 -0.10 0.03 -0.27
C -5.735900 0.386800 -2.240300 0.10 0.02 0.00
O -1.868400 2.916200 -1.741200 0.02 0.11 -0.01
C -2.785200 -0.904300 3.316300 -0.08 -0.12 -0.17
N -3.558900 -1.613200 1.167900 -0.54 -0.16 0.37
S -2.135500 -1.385600 -2.104500 -0.95 -0.50 -0.37
C -3.774900 -1.407600 2.478400 0.57 0.05 -0.65
H 1.339300 -5.106500 -1.679400 0.02 -0.17 -0.08
O -2.200700 -2.653500 -2.755900 -0.30 0.10 0.06
H -6.296700 3.203300 -3.868800 -0.10 -0.06 0.07
H -2.956300 -0.782700 4.372300 -0.01 0.04 0.09
```
Forces are in eV/Å.

These are the Mulliken partial charges, in e, on atoms 1 to 8:
1 H 0.19
2 C 0.30
3 N -0.31
4 N 0.39
5 N 0.09
6 C 0.08
7 C 0.24
8 O -0.70

This record from OMol25 describes a cluster of 9 separate species, C9H36O9 in total in a non-equilibrium geometry. The level of theory is wB97M-V/def2-TZVPD.

Output
* HOMO energy: -9.648 eV
* orbital gap: 9.311 eV
* total charge: 0
* structure (SMILES): CCO.CCO.CCO.CO.CO.CO.O.O.O
* E_LUMO: -0.012 Eh

Structure (XYZ):
```
54
Properties=species:S:1:pos:R:3:forces:R:3
H 1.408511 -3.514145 -0.420868 0.24 0.03 0.01
H -1.746556 2.389384 0.432236 0.35 -0.11 0.03
H 4.296854 1.210217 5.173634 0.01 0.16 -0.32
H 2.765124 0.408334 5.491998 0.18 0.12 0.82
H -3.188324 -2.780375 3.032826 0.01 -0.02 -0.05
H -1.734779 -0.131159 -4.197091 0.07 -0.43 0.35
O -2.622142 -2.048479 2.776394 0.09 0.11 -0.02
H 0.582502 -2.789917 -1.765923 0.14 -0.02 -0.17
C -2.260969 -2.185205 1.397828 -0.44 0.05 0.38
H -0.963465 0.214214 -0.785795 -0.02 0.32 -0.10
H 3.084343 2.109109 6.076254 -0.24 -0.11 0.07
H 0.083904 -0.184338 3.470353 0.10 0.09 -0.09
O 0.938409 -0.100126 3.019424 -0.13 -0.54 0.26
C -1.899087 2.535248 1.505365 -0.54 0.75 -0.15
H 2.833468 -1.780176 -0.468193 0.18 -0.07 -0.21
O 2.211546 -1.741016 -1.203016 -0.08 0.20 0.66
H -1.551824 -3.006732 1.281762 0.17 0.13 -0.22
H -2.887508 1.601209 -1.962232 0.11 -0.01 0.33
H -1.277665 4.404495 1.801247 0.10 -0.15 -0.14
O 0.602426 0.236794 0.234470 0.15 -0.19 0.37
H 2.669840 -3.338018 -3.249967 -0.13 0.17 0.04
H 1.783169 -0.416959 -4.824738 0.21 0.02 0.12
H 1.492560 1.315123 -4.657365 -0.35 -0.01 0.04
C 2.397784 -3.871320 -2.341215 -0.49 -0.21 0.42
H -2.990135 1.040075 -4.189288 -0.03 -0.09 -0.03
O -2.111111 3.929291 1.758746 -0.16 0.07 0.10
H -3.133833 -2.367355 0.768532 -0.01 -0.06 -0.01
C -2.053348 0.978165 -2.303431 0.20 -0.83 0.02
H 1.123209 2.014514 -0.757270 0.07 -0.04 -0.12
H -3.327168 -0.448586 -3.374210 0.26 -0.27 0.22
O -1.709200 -0.026937 -1.354420 -0.27 -0.31 0.22
O 1.327183 2.687808 -1.420985 0.01 0.13 -0.11
C 1.437416 0.361863 -4.136333 0.02 -0.19 0.58
C -2.527452 0.263319 -3.563566 -0.21 1.48 -0.66
H 1.100491 -0.508177 -0.143782 -0.09 0.24 -0.15
H 1.822941 2.204544 -2.102813 -0.19 -0.06 0.39
H 1.789927 -4.735493 -2.619947 0.19 -0.08 -0.04
H -1.019445 2.216363 2.068795 -0.06 -0.36 -0.02
H -3.035179 0.758291 1.787630 -0.47 -0.06 -0.10
H 3.314059 -4.219093 -1.863143 0.00 -0.04 -0.03
H -4.001058 2.238722 1.288319 -0.02 -0.37 -0.24
H 2.153711 1.071311 3.650333 0.13 0.68 0.29
C -3.192368 1.830915 1.891581 0.76 0.41 0.41
H -3.441425 2.082165 2.923796 0.08 -0.21 0.09
O 2.238600 0.488297 -2.958175 0.33 -0.50 -0.61
H -1.180852 1.618513 -2.455498 -0.13 0.10 -0.32
H 0.432760 0.089596 -3.799387 -0.18 0.34 -0.48
H 1.465012 -0.840652 3.351765 -0.20 -0.03 -0.14
H 2.285020 -0.393637 -2.555942 0.07 0.36 0.19
C 3.220882 1.382222 5.278919 -0.48 -0.65 -0.69
O 2.570147 1.830750 4.092857 0.51 0.24 -0.02
H 0.699710 0.153497 1.204122 -0.06 0.08 -0.43
H -1.856503 -1.223817 1.093209 0.27 -0.15 -0.12
C 1.579883 -3.012627 -1.377777 -0.04 -0.12 -0.60
```
Forces are in eV/Å.

These are the Mulliken partial charges, in e, on atoms 1 to 8:
1 H 0.34
2 H -0.03
3 H 0.23
4 H 0.22
5 H 0.27
6 H 0.26
7 O -0.52
8 H 0.26

This record from OMol25 describes a cluster of 2 separate species, C9H14 in total in a non-equilibrium geometry. The level of theory is wB97M-V/def2-TZVPD.

Output
* HOMO energy: -9.055 eV
* orbital gap: 10.059 eV
* total charge: 0
* structure (SMILES): Cc1ccccc1.CC
* E_LUMO: 0.037 Eh

Structure (XYZ):
```
23
Properties=species:S:1:pos:R:3:forces:R:3
H 1.490963 1.006612 -2.782996 -0.22 0.51 0.01
H 0.501022 -1.222818 2.974137 -0.58 0.14 0.52
C 0.650782 0.649000 -2.204361 -0.58 0.09 0.33
H 1.903957 -0.714490 4.013234 -0.37 -0.18 0.13
H -3.055746 1.350623 0.136191 -0.36 -0.26 -0.05
H -0.025603 -2.302134 -0.759529 -0.10 -0.29 0.59
C -0.576041 1.283778 -1.996477 1.05 0.52 -0.20
C -2.830960 1.428228 -0.926330 0.60 0.33 -0.06
H 3.069439 0.051664 2.130037 0.06 0.67 -0.25
C 2.025130 -0.151226 1.910565 0.32 -1.97 1.55
H 1.712696 -1.133635 -1.674409 0.13 0.33 -0.32
H -0.712084 2.301588 -2.349228 -0.20 -0.12 -0.07
H -2.256714 -1.036577 -0.202145 0.06 -0.31 -0.09
H -2.724789 2.500382 -1.113142 0.07 -0.12 -0.16
C -0.215436 -1.267529 -0.965258 -0.78 0.40 -0.25
C 1.569319 -1.121579 3.060141 0.33 0.16 -1.07
H 1.923287 -2.152749 2.947481 0.41 0.30 0.01
H 2.007670 -0.708950 0.978242 -0.38 0.51 -0.27
H -3.633573 1.061719 -1.562116 -0.26 -0.07 0.24
C -1.545456 0.677758 -1.228729 -1.29 0.49 0.08
H 1.365110 0.700602 1.990989 0.23 0.40 -0.61
C 0.784811 -0.568891 -1.608377 1.41 -1.84 -0.21
C -1.427785 -0.631365 -0.767912 0.48 0.34 0.14
```
Forces are in eV/Å.

These are the Mulliken partial charges, in e, on atoms 1 to 8:
1 H 0.38
2 H 0.28
3 C -0.74
4 H 0.30
5 H 0.36
6 H 0.40
7 C -0.31
8 C -1.44

This record from OMol25 describes an isolated molecule of C12H19P in a non-equilibrium geometry. The level of theory is wB97M-V/def2-TZVPD.

Output
* HOMO energy (spin up / spin down): -7.474 / -7.620 eV
* orbital gap (spin up / spin down): 7.125 / 7.967 eV
* total charge: 0
* E_LUMO (spin up / spin down): -0.013 / 0.013 Eh

Structure (XYZ):
```
32
Properties=species:S:1:pos:R:3:forces:R:3
C -2.451546 1.314387 -0.891818 0.38 2.41 0.32
H -2.964335 1.296240 0.027346 -0.94 -0.62 1.29
C -0.557775 -0.258863 -0.261504 -0.83 -0.43 -0.75
C 0.336621 -1.365809 -0.787314 1.27 3.54 0.50
H -0.259916 -1.315219 2.987578 -0.74 -1.13 1.57
P 1.036804 0.557567 -2.870815 -0.28 -0.59 -0.26
H 0.122891 1.768518 0.592896 1.02 -2.22 -0.81
H 3.004880 1.856221 -1.605905 -2.44 -0.38 -0.35
H 1.967554 -2.030362 2.198169 -1.45 0.20 -1.72
H 0.498312 -0.095234 2.166010 -0.23 -0.93 -0.23
C 0.656067 1.645568 -1.455476 -1.88 0.31 1.65
C 1.913198 1.935144 -2.059712 5.43 0.68 -0.28
C -1.182175 -0.843993 1.037562 1.47 2.81 2.73
H -0.062328 2.485238 -1.437771 0.28 -0.69 -0.71
H -1.279166 0.182038 -2.259085 -0.48 0.26 1.17
H -2.457465 -0.743439 -1.414579 1.16 0.80 0.93
C -1.708226 0.114367 -1.213945 0.54 -3.12 -2.43
H 2.543679 0.423229 -0.438885 1.01 0.23 -0.39
H -3.211920 1.464842 -1.663972 0.37 0.79 0.04
H -0.050979 -2.208314 -1.206521 -0.96 -2.31 -1.23
H -1.717550 2.149216 -0.653429 -1.24 -0.45 -1.11
H 2.480286 -1.808845 -0.310010 -1.15 -0.06 0.31
C 0.520442 0.878681 -0.110624 -1.09 2.15 1.56
H -1.697838 -1.733491 0.889584 -0.88 -1.72 -0.79
H 1.006304 -3.129260 1.159312 -1.11 1.60 0.74
H 2.272009 0.461717 1.291783 -0.29 -0.24 -0.14
H -1.944636 -0.167191 1.608266 1.36 -0.70 -1.27
C 1.532057 -1.360511 0.099334 1.88 0.87 0.13
H 2.079566 2.812639 -2.693843 -0.89 -0.08 -0.03
C 1.078091 -2.003078 1.399716 3.14 -1.65 1.70
C 0.029338 -1.104706 2.009405 -0.74 1.41 -1.48
C 1.852018 0.175410 0.322289 -1.69 -0.73 -0.65
```
Forces are in eV/Å.

These are the Mulliken partial charges, in e, on atoms 1 to 8:
1 C -1.32
2 H 0.37
3 C 1.54
4 C -1.58
5 H 0.64
6 P -0.03
7 H 0.38
8 H 0.19